No. 1
2 unconnected molecules or ions with the total composition C8H12ClF3Si, computed with the ωB97M-V functional and the def2-TZVPD basis.

XYZ file:
```
25
Properties=species:S:1:pos:R:3:forces:R:3
C 0.48267 -0.82159 -0.14567 -0.4370 -2.1485 -2.7372
C 0.54229 0.47276 0.02740 0.6001 1.5001 1.2782
C -2.27819 -2.57763 0.96633 0.8907 0.3855 -0.1642
C -1.40519 -1.48904 1.63360 -0.7267 1.8308 -2.5762
C -1.15882 -2.82536 -0.07273 0.9073 -0.7776 -1.5776
C -0.23501 -1.87302 0.69433 2.0582 0.7395 0.9656
C -0.40057 2.50704 -2.18186 2.5149 -0.8688 -2.1378
C 3.10134 3.50930 1.48225 -0.0674 1.4230 0.4111
F 4.12438 3.50144 0.65902 -0.3795 -0.9483 0.5159
F 1.63588 3.15539 -0.34157 -0.8955 -1.5261 -0.8603
F 2.91725 2.31389 1.95977 0.7018 -0.3579 -0.5987
Si 0.99811 1.82891 -1.13638 0.2188 0.7457 0.1129
Cl 2.47363 1.14336 -2.35638 0.3803 -0.1238 -0.2693
H 0.87684 -1.22915 -1.14718 -0.6882 0.3543 1.3719
H 0.37002 0.73532 1.06105 -0.7589 0.6588 0.2774
H -2.38439 -3.39380 1.64151 -0.6261 -0.8773 0.1543
H -3.19123 -2.16747 0.56506 -0.4729 -0.3702 0.1085
H -1.83743 -0.54172 1.18370 0.6571 -0.4781 1.2380
H -1.26014 -1.44317 2.69569 -0.0225 0.0071 0.3685
H -0.76316 -3.84581 -0.16570 -0.2493 0.0289 0.5052
H -1.26085 -2.58516 -1.18238 -0.4943 0.3577 1.5002
H 0.60982 -2.30078 1.29382 -0.7603 -0.5112 -0.5389
H -0.00863 2.77294 -3.25980 -0.8884 -0.2993 2.2502
H -1.21650 1.83448 -2.24099 -0.7134 -0.8794 -0.2715
H -0.73215 3.31889 -1.63290 -0.7489 2.1350 0.6737
```
Positions in Å, forces in eV/Å.

Summary:
HOMO = -9.9457 eV
total charge = 0

No. 2
C8H12ClN in the gas phase, computed with the ωB97M-V functional and the def2-TZVPD basis.

XYZ file:
```
22
Properties=species:S:1:pos:R:3:forces:R:3
C 1.26808 1.32783 -0.83863 3.5939 2.5160 2.9506
C 0.14033 0.69561 -0.03984 -1.2709 1.7448 -0.8925
C -1.00688 1.71490 -0.10020 -0.3425 -1.8596 -3.1408
N 0.48422 0.70267 1.33724 1.8763 -1.8523 1.9100
C 1.05449 -0.37387 1.76508 -0.6956 1.4188 1.5696
C 1.19481 -1.56840 0.98723 2.6287 -4.0987 -1.1311
C 0.52777 -1.81242 -0.13293 -0.5946 0.7230 -1.1980
C -0.36845 -0.65870 -0.57393 -0.2717 -0.8221 -0.0732
C -1.76901 -1.02663 -0.01868 -0.1960 -2.0225 -4.3718
Cl -0.30226 -0.60423 -2.37173 -0.4622 -0.2794 -0.1491
H 1.74226 2.35930 -0.30075 -2.0581 -2.4133 -1.0387
H 1.02913 1.62479 -1.80723 -0.5779 0.2696 -1.5621
H 2.25645 0.83932 -0.82542 -0.6958 -0.8399 -0.2858
H -0.67018 2.67783 -0.07426 1.2860 2.5182 0.2603
H -1.74496 1.63941 0.61194 -1.4530 -0.6706 1.9420
H -1.52520 1.62210 -1.07133 0.1699 0.0193 0.1636
H 1.34585 -0.43440 2.85103 -0.1771 0.2732 -1.1640
H 1.97023 -2.43019 1.15693 -1.4355 1.9299 0.7669
H 0.53419 -2.75730 -0.77790 0.2239 1.5165 1.2039
H -2.64583 -0.48940 -0.45884 0.9451 -0.2146 0.5121
H -1.63078 -0.89096 0.98330 -0.3714 0.1499 2.9004
H -1.88428 -2.15726 -0.30107 -0.1216 1.9940 0.8280
```
Positions in Å, forces in eV/Å.

Summary:
HOMO = -9.5291 eV
structure (SMILES) = CC1(C)N=CC=C[C@]1(C)Cl
total charge = 0

No. 3
A molecular structure, C8H12ClNZn, computed with the ωB97M-V functional and the def2-TZVPD basis.

XYZ file:
```
23
Properties=species:S:1:pos:R:3:forces:R:3
C -0.82432 1.28293 -2.32751 0.0909 -0.1394 0.4476
C 0.50727 1.28258 -2.79674 -1.2733 0.3747 0.3894
C 1.32724 1.81189 -1.79247 -0.2859 0.0831 0.4893
C 0.54967 2.12561 -0.66132 -0.8782 0.0239 -0.8311
C -0.83638 1.71931 -0.95574 0.7293 0.4411 -1.0162
Zn -0.04102 0.36274 0.51178 0.5044 -0.8653 0.8770
N -1.15666 -1.71128 0.34404 1.7636 0.1965 0.1639
C -0.64687 -2.89656 -0.29752 0.8196 0.5910 -0.0630
C 0.48038 -1.83440 -0.08293 -1.5776 -2.5534 -0.2736
H 2.37654 1.99331 -1.89560 0.4362 0.0284 0.1019
H 0.80576 0.99978 -3.79118 0.1334 -0.1025 -0.1220
H 0.80218 2.76210 0.16988 0.2875 -0.1022 0.2187
H -1.71586 1.97767 -0.36166 0.1635 0.1534 -0.2593
H -1.71603 1.09760 -2.93581 0.3950 -0.3103 0.3739
H 0.92607 -1.54213 -1.07992 -1.1872 0.6869 1.2562
H -0.97176 -3.02628 -1.33795 0.1369 -0.0541 0.4641
H -1.26222 -1.99331 1.36434 0.7721 0.8411 -1.0357
H 1.20655 -2.09402 0.70066 -0.7104 0.3467 -0.0707
H -0.64055 -3.78770 0.35096 0.1811 0.4159 -0.5416
Cl -0.27847 1.82860 3.16854 -1.0319 1.3776 0.9057
C 0.76016 0.70472 2.36805 0.6496 -1.7200 -1.4002
H 1.73518 1.17619 2.20730 -0.1215 -0.0820 0.1803
H 0.86983 -0.19187 2.99368 0.0029 0.3688 -0.2548
```
Positions in Å, forces in eV/Å.

Summary:
HOMO = 2.4424 eV
total charge = -2

No. 4
C8H12ClP in the gas phase, computed with the ωB97M-V functional and the def2-TZVPD basis.

XYZ file:
```
22
Properties=species:S:1:pos:R:3:forces:R:3
C -1.96206 -0.41656 -0.68310 -1.2531 -0.3040 -0.7178
C -0.72558 0.04665 -0.47492 0.0613 2.7306 0.0586
C 0.38684 -0.76897 -0.20042 2.6265 -0.2461 0.8628
C -3.08905 0.45307 -0.56646 0.1019 -0.2666 0.2631
C -0.90228 1.99587 1.17406 -3.3816 -1.7014 -0.7068
C 2.74780 -1.56536 -0.32591 2.0657 0.9961 2.5877
C -0.56087 1.52571 -0.22700 0.9571 3.5647 -1.9366
C 1.86699 -0.32519 -0.44772 -1.3335 -2.3943 -0.0905
P 0.26041 -2.18575 0.66948 1.1767 -0.8150 0.1354
Cl -4.31593 -0.44638 0.27228 -0.1033 0.1262 -0.2742
H -2.11428 -1.46846 -0.86533 -0.0429 -0.3992 0.1108
H -0.23588 1.55260 1.79783 2.1709 -1.0512 2.3268
H -1.93394 1.45451 1.48461 1.9806 1.8823 -0.6705
H -0.86189 3.06651 1.28888 -0.3872 0.2523 0.0094
H 2.83865 -1.98586 0.76658 -0.5926 0.4394 -2.2427
H 3.80600 -1.33025 -0.54824 -0.4698 0.1277 -0.1645
H 2.40159 -2.21830 -1.07945 -0.1986 -1.4319 -0.2957
H 0.44556 2.03444 -0.54406 -1.0339 -1.7712 0.8270
H -1.16656 2.20797 -0.88439 -0.2971 -1.4336 0.1790
H 1.92091 -0.09660 -1.46221 0.0202 0.7484 -2.0253
H 2.25077 0.52462 0.03310 0.0217 1.0918 1.2814
H -1.05718 -2.05428 0.82240 -2.0890 -0.1450 0.4828
```
Positions in Å, forces in eV/Å.

Summary:
HOMO (spin up / spin down) = -8.4763 / -8.4773 eV
total charge = 0

No. 5
2 unconnected molecules or ions with the total composition C8H12F4O7S2, computed with the ωB97M-V functional and the def2-TZVPD basis.

XYZ file:
```
33
Properties=species:S:1:pos:R:3:forces:R:3
O -1.03418 0.11285 1.28543 -0.8922 1.1946 -2.9127
S -1.18966 0.23789 -0.18464 2.1069 -2.9726 0.4885
O -0.43181 -0.74709 -0.97282 -1.6717 2.4117 0.9353
C -2.96176 0.06865 -0.67425 -0.4124 1.4225 0.3028
C -3.69830 1.23246 0.11145 1.6380 0.1834 -2.0894
S -5.51053 1.16624 -0.12390 -3.6471 -1.5839 3.0545
O -6.21392 2.18208 0.68578 2.2334 -1.5450 -2.3957
O -5.93916 -0.22600 0.13101 1.4221 2.8552 -1.3097
F -5.83289 1.48925 -1.69919 1.1104 -0.2583 1.8089
C -3.11884 2.57884 -0.47229 -0.1878 0.0425 0.7232
C -1.59029 2.76501 -0.21070 -0.8355 1.5566 0.4418
O -0.75295 1.72748 -0.74581 -1.2040 -1.6013 0.8521
H -2.99801 0.27195 -1.76742 0.1040 -0.3511 0.7056
H -3.36654 -0.92861 -0.42210 0.6411 0.4300 -0.0318
H -3.40704 1.08395 1.17781 -1.0751 0.3420 -0.4703
H -3.30590 2.67361 -1.56393 -0.0599 -0.2883 0.6833
H -3.66035 3.39983 0.04963 0.5161 -0.2932 -0.4561
H -1.29451 3.70504 -0.72728 -0.0268 -0.8026 0.1887
H -1.39704 2.95897 0.87061 -0.0098 -0.5994 -0.6568
C 2.08048 -1.99095 0.03336 0.3851 -0.0851 -0.1302
C 2.99698 -1.94315 1.23896 -0.7730 0.0496 0.0108
O 4.33799 -2.32862 0.88803 0.6149 -0.0364 -0.0065
C 5.07766 -1.38752 0.30415 -1.1409 -0.1760 0.4993
O 4.70781 -0.28021 0.05923 0.4012 0.3335 -0.2311
C 6.48097 -1.91657 0.02946 1.0318 -0.3913 -0.3581
F 6.46058 -3.13351 -0.52248 -0.2944 -0.1335 -0.0346
F 7.19239 -2.01022 1.15881 -0.1756 0.0959 0.3265
F 7.16036 -1.12630 -0.79651 -0.2411 0.3017 -0.0519
H 2.11577 -2.97752 -0.43377 -0.0517 -0.0298 0.1221
H 1.05744 -1.77434 0.32285 0.0811 -0.0442 0.0668
H 2.38364 -1.26755 -0.72381 -0.0789 0.0730 0.1042
H 2.65792 -2.65844 1.98734 0.2987 -0.1071 -0.0350
H 2.99369 -0.95752 1.70701 0.1932 0.0071 -0.1447
```
Positions in Å, forces in eV/Å.

Summary:
HOMO = -11.2252 eV
structure (SMILES) = O=S1(=O)C[C@H](S(=O)(=O)F)CCO1.CCOC(=O)C(F)(F)F
total charge = 0

No. 6
2 unconnected molecules or ions with the total composition C8H12FO2, computed with the ωB97M-V functional and the def2-TZVPD basis.

XYZ file:
```
23
Properties=species:S:1:pos:R:3:forces:R:3
C -1.45381 -1.98765 0.58358 -0.5167 -0.1013 0.5079
C -0.52802 -1.02714 0.17769 0.2915 2.6575 -0.0151
C -0.11297 0.03916 -0.78180 0.2342 0.6391 0.2094
C 0.34508 0.09418 0.71292 0.0760 -0.5166 0.0870
C -1.01366 1.07752 -1.46270 1.0386 -0.8968 1.1820
C 0.88951 -0.34589 -1.84183 1.5767 -1.3784 0.0952
C -0.07263 1.06692 1.80615 -0.6685 -1.4714 0.5801
C 1.76808 -0.32619 0.87620 1.6457 2.1391 0.9546
O -2.44423 -2.42778 1.05459 0.2756 -0.2910 -0.2993
O -0.21967 -2.45432 0.18520 -0.0340 -0.9692 -0.0350
F -2.89901 1.23752 0.93950 0.2334 0.0340 -0.1300
H -1.39082 0.50924 -2.31770 -0.9525 0.5966 0.1714
H -0.28099 1.78444 -1.86663 -0.3664 0.3675 0.0609
H -1.65455 1.49650 -0.67812 -0.8620 -0.0066 -0.5737
H 0.29558 -0.71405 -2.67117 -0.0577 -0.2587 -0.3071
H 1.57017 -1.23873 -1.52711 -0.8406 1.8410 -0.7103
H 1.42920 0.55722 -2.27979 -0.2400 -1.2182 0.9511
H 0.41514 2.01542 1.77363 0.6379 0.5633 -0.0917
H -0.07055 0.64240 2.84826 0.9432 -0.0005 -0.9174
H -1.10905 1.20730 1.74076 -2.0071 0.7970 -0.7213
H 1.92951 -1.33672 0.72842 0.2645 -2.2691 -0.1717
H 2.21966 -0.04275 1.87673 -0.7831 -0.3472 -0.9853
H 2.38803 0.17339 0.12320 0.1114 0.0899 0.1584
```
Positions in Å, forces in eV/Å.

Summary:
HOMO = -4.1346 eV
total charge = -1